Entry 1:
{
  "formula": "C22H22N3O3Se4V",
  "method": "ωB97M-V with the def2-TZVPD basis set",
  "lumo_ev": [-7.94, -7.95],
  "mol_weight_g_mol": 743.22,
  "charge": 2,
  "homo_lumo_gap_ev": [5.96, 5.96],
  "species": ["V", "Se", "Se", "Se", "Se", "C", "O", "C", "C", "C", "C", "C", "C", "N", "C", "N", "C", "C", "C", "C", "C", "C", "O", "C", "N", "C", "C", "C", "C", "C", "C", "O", "C", "H", "H", "H", "H", "H", "H", "H", "H", "H", "H", "H", "H", "H", "H", "H", "H", "H", "H", "H", "H", "H", "H"],
  "positions_angstrom": [[-2.03, 0.19, -1.36], [-2.79, 2.13, -2.53], [-3.95, 1.10, -4.20], [-4.24, -1.01, -3.19], [-2.09, -1.74, -2.73], [4.47, -1.43, 0.31], [3.26, -0.70, 0.53], [3.22, 0.58, 0.08], [4.18, 1.17, -0.73], [4.03, 2.49, -1.13], [2.94, 3.25, -0.73], [1.98, 2.66, 0.09], [2.11, 1.34, 0.47], [1.12, 0.73, 1.31], [-0.15, 0.57, 0.96], [-1.07, 0.34, 1.89], [-2.43, 0.10, 1.63], [-2.99, 0.08, 0.35], [-4.38, -0.08, 0.24], [-5.15, -0.27, 1.37], [-4.59, -0.28, 2.64], [-3.23, -0.08, 2.78], [-2.55, -0.03, 3.95], [-3.29, -0.17, 5.16], [-0.56, 0.64, -0.32], [0.25, 0.22, -1.40], [0.58, 1.11, -2.45], [1.32, 0.66, -3.52], [1.77, -0.67, -3.53], [1.48, -1.55, -2.50], [0.72, -1.12, -1.42], [0.35, -1.86, -0.37], [0.83, -3.21, -0.29], [4.34, -2.37, 0.84], [5.32, -0.90, 0.72], [4.63, -1.62, -0.75], [5.05, 0.62, -1.05], [4.79, 2.94, -1.76], [2.84, 4.28, -1.02], [1.13, 3.23, 0.44], [1.40, 0.44, 2.23], [-0.83, 0.39, 2.87], [-4.86, -0.04, -0.72], [-6.22, -0.39, 1.26], [-5.21, -0.42, 3.50], [-4.03, 0.62, 5.25], [-2.57, -0.09, 5.97], [-3.78, -1.15, 5.20], [0.27, 2.14, -2.37], [1.58, 1.32, -4.33], [2.36, -1.02, -4.36], [1.85, -2.56, -2.54], [0.43, -3.61, 0.64], [1.92, -3.22, -0.26], [0.46, -3.80, -1.13]]
}

***

Entry 2:
{
  "formula": "C2H2FN3O",
  "method": "ωB97M-V with the def2-TZVPD basis set",
  "lumo_ev": [-0.18, -0.18],
  "mol_weight_g_mol": 103.06,
  "charge": 0,
  "homo_lumo_gap_ev": [8.12, 8.12],
  "species": ["C", "C", "N", "N", "N", "O", "F", "H", "H"],
  "positions_angstrom": [[-0.99, -1.06, 0.00], [0.67, 0.85, 0.06], [0.09, -1.56, -0.05], [1.59, 0.02, -0.13], [1.34, -1.27, 0.11], [-0.51, 0.79, 0.68], [0.94, 2.17, -0.32], [-1.96, -1.19, -0.51], [-1.18, 1.25, 0.15]]
}

***

Entry 3:
{
  "formula": "C20H32N3O2",
  "method": "ωB97M-V with the def2-TZVPD basis set",
  "lumo_ev": -2.05,
  "mol_weight_g_mol": 346.49,
  "charge": 1,
  "homo_lumo_gap_ev": 9.09,
  "smiles": "O=C(CCN1CC[NH+](CCO)CC1)Nc1ccc(C2CCCC2)cc1",
  "species": ["O", "C", "N", "C", "C", "C", "C", "C", "C", "H", "H", "C", "H", "C", "C", "C", "H", "H", "C", "H", "H", "H", "H", "H", "H", "H", "H", "H", "C", "H", "H", "C", "N", "C", "C", "N", "H", "C", "H", "H", "C", "H", "O", "H", "H", "C", "C", "H", "H", "H", "H", "H", "H", "H", "H", "H", "H"],
  "positions_angstrom": [[1.24, -0.08, 1.51], [0.49, 0.59, 2.24], [-0.41, 1.45, 1.77], [-0.66, 1.76, 0.41], [0.33, 1.70, -0.56], [0.02, 2.01, -1.87], [-1.26, 2.38, -2.25], [-2.24, 2.46, -1.26], [-1.94, 2.16, 0.05], [-2.71, 2.23, 0.81], [-3.24, 2.77, -1.51], [-1.55, 2.70, -3.69], [-1.10, 3.68, -3.89], [-0.94, 1.68, -4.68], [-1.94, 1.56, -5.84], [-2.97, 2.66, -5.60], [-2.63, 3.61, -6.03], [-3.94, 2.42, -6.04], [-3.03, 2.77, -4.09], [-3.56, 1.90, -3.68], [-3.51, 3.68, -3.75], [-2.42, 0.59, -5.83], [-1.45, 1.67, -6.81], [0.04, 2.01, -5.03], [-0.82, 0.71, -4.18], [0.81, 1.97, -2.61], [1.34, 1.45, -0.29], [-1.04, 1.89, 2.43], [0.54, 0.44, 3.75], [-0.01, 1.23, 4.25], [1.59, 0.49, 4.05], [-0.03, -0.93, 4.19], [0.66, -2.00, 3.51], [-0.06, -3.05, 2.84], [0.86, -3.59, 1.73], [1.97, -2.63, 1.55], [1.52, -1.65, 1.59], [2.70, -2.73, 0.28], [3.45, -1.93, 0.29], [3.21, -3.69, 0.22], [1.76, -2.55, -0.93], [1.36, -3.52, -1.25], [0.64, -1.76, -0.64], [0.91, -0.86, -0.41], [2.34, -2.14, -1.76], [2.84, -2.66, 2.74], [1.94, -2.45, 3.99], [1.85, -3.39, 4.55], [2.38, -1.71, 4.65], [3.57, -1.86, 2.65], [3.36, -3.62, 2.79], [0.31, -3.67, 0.79], [1.28, -4.57, 1.98], [-0.35, -3.87, 3.52], [-0.97, -2.63, 2.40], [0.05, -1.01, 5.28], [-1.09, -0.98, 3.92]]
}

***

Q: charge of number 2 (C2H2FN3O)?
A: 0